A 10-piece molecular cluster, C39H102N4O17 overall in a non-equilibrium geometry. Source: the OMol25 dataset; level of theory: ωB97M-V/def2-TZVPD.

The structure (SMILES) is COCCNCCOC.COCCNCCOC.COCCNCCOC.COCCNCCOC.CC(C)O.CC(C)O.CC(C)O.OCCO.OCCO.OCCO. As for the total energy: -82856.7888 eV. The HOMO-LUMO gap is 9.0 eV. Its charge is 0. The value obtained for the energy relative to the best compared isomer or geometry (same formula, charge and spin) is 0.000 eV. As for the spin multiplicity: 1.

```
162
C39H102N4O17, DFT ωB97M-V/def2-TZVPD
C -2.3414 -5.9349 -1.2273
O -3.0862 -4.7754 -1.4277
C -2.9120 -3.8687 -0.3452
C -3.8658 -2.6991 -0.4777
N -3.5840 -1.6971 0.5894
C -4.4007 -0.4754 0.5362
C -4.4187 0.2155 1.9231
O -4.9975 -0.7473 2.7550
C -5.1991 -0.2161 4.0754
H -1.3851 -5.7220 -0.5432
H -1.9268 -6.2324 -2.2230
H -2.9435 -6.7603 -0.7980
H -1.8777 -3.5628 -0.3387
H -3.1613 -4.4093 0.5315
H -4.9256 -3.0697 -0.5058
H -3.7415 -2.1554 -1.4367
H -3.6674 -2.1779 1.4790
H -5.4211 -0.6420 0.2219
H -4.0221 0.2419 -0.2329
H -4.9819 1.1509 1.9052
H -3.4054 0.4491 2.2673
H -6.1204 0.3307 4.1570
H -4.3941 0.3462 4.5055
H -5.3682 -1.0993 4.7393
C 0.3777 2.9175 -3.6173
O 1.5754 3.0654 -2.8036
C 1.6161 4.3080 -2.1440
C 2.9801 4.3624 -1.4239
N 3.1548 3.7511 -0.1332
C 4.3789 4.1754 0.5728
C 4.1217 5.4374 1.3854
O 3.3709 5.1017 2.5586
C 3.4773 6.1420 3.5058
H -0.4976 2.7572 -2.9867
H 0.4910 2.0129 -4.2702
H 0.2291 3.7511 -4.3536
H 0.6814 4.3215 -1.5681
H 1.6815 5.0441 -2.9312
H 3.1984 5.4270 -1.3153
H 3.6890 3.9503 -2.1927
H 3.2143 2.7495 -0.1993
H 5.3272 4.3073 -0.0795
H 4.5366 3.4277 1.2877
H 3.5616 6.1941 0.8792
H 5.0977 5.7886 1.6300
H 3.0636 7.0610 3.1242
H 4.5098 6.4705 3.7665
H 2.9935 5.8801 4.4428
C -4.0713 5.6894 1.3409
O -4.3322 5.0773 0.0777
C -3.3253 4.0644 -0.2558
C -3.4845 3.8701 -1.7577
N -3.0927 5.0980 -2.4176
C -3.3383 5.0681 -3.7993
C -3.3929 6.5861 -4.3461
O -4.4374 7.2494 -3.7315
C -4.4245 8.6038 -4.1766
H -3.8013 5.0032 2.1539
H -5.0281 6.1219 1.6592
H -3.3231 6.4498 1.2854
H -3.5605 3.1618 0.3072
H -2.3166 4.4445 0.0292
H -4.5887 3.6104 -1.9473
H -2.9523 3.0475 -2.2708
H -3.6281 5.8431 -2.0499
H -4.2948 4.6010 -4.0411
H -2.5246 4.5804 -4.3422
H -3.6274 6.5270 -5.4200
H -2.3889 6.9654 -4.1364
H -5.4187 9.0273 -4.0262
H -4.2176 8.5207 -5.2907
H -3.6176 9.2042 -3.6366
C -0.6399 -10.1723 0.4059
O -0.0240 -9.2072 -0.4452
C 1.0866 -9.7860 -1.1233
C 1.7218 -8.7235 -1.9766
N 2.0985 -7.5948 -1.1105
C 2.4015 -6.3260 -1.9077
C 2.7266 -5.2019 -1.0311
O 1.5370 -4.7966 -0.3982
C 1.7815 -3.7964 0.5581
H -0.0536 -10.3648 1.2641
H -0.7401 -11.1014 -0.0716
H -1.5831 -9.8093 0.7660
H 0.8394 -10.5807 -1.7847
H 1.7707 -10.0879 -0.3721
H 1.0503 -8.4397 -2.7508
H 2.5813 -9.0650 -2.5812
H 1.3031 -7.3025 -0.5210
H 1.4890 -6.1345 -2.6393
H 3.2560 -6.5089 -2.5502
H 3.1968 -4.3789 -1.5959
H 3.4548 -5.5068 -0.2490
H 2.3841 -4.0729 1.4739
H 0.8966 -3.3662 0.9546
H 2.3829 -2.9618 0.1146
C 4.6304 -0.2110 -2.1050
C 3.5783 0.8974 -2.4210
O 2.6389 0.9071 -1.3315
O 3.9472 -1.4410 -1.7803
H 5.1793 0.0068 -1.1980
H 5.2909 -0.4045 -2.9452
H 3.0778 0.6591 -3.3054
H 3.9480 1.9130 -2.5137
H 1.8047 1.2672 -1.7102
H 3.2339 -1.0445 -1.2488
C 0.9615 3.3257 3.8526
C 0.3006 4.0550 2.7117
O 0.7918 3.6801 1.4403
O 0.8875 1.9125 3.6677
H 0.4608 3.6462 4.7568
H 2.0253 3.6626 4.0019
H 0.4071 5.1632 2.8700
H -0.7327 3.7723 2.7663
H 1.6970 4.0058 1.3341
H 1.1474 1.6814 2.7563
C -1.0011 0.7358 0.2448
C -0.0149 -0.4106 0.3619
O 1.0268 0.0349 1.1919
O -0.4389 1.7560 -0.5152
H -1.3540 1.0904 1.2337
H -1.8575 0.3965 -0.3246
H 0.3620 -0.6940 -0.6512
H -0.6083 -1.1673 0.7868
H 1.7804 0.2217 0.5811
H 0.1280 2.3758 0.0214
C 3.8827 -1.9816 5.0366
C 3.2594 -0.6077 4.6412
C 3.8693 0.0267 3.4217
O 1.8509 -0.6570 4.5195
H 3.5560 -2.4444 5.9572
H 4.9516 -1.7797 5.1713
H 3.7969 -2.6920 4.1793
H 3.4110 0.1186 5.5016
H 4.9547 0.0974 3.5524
H 3.4905 1.0917 3.3494
H 3.6225 -0.5395 2.5598
H 1.5301 0.2756 4.4184
C 0.0195 -1.1329 -3.7565
C 1.0612 -1.3811 -4.7975
C 0.4498 -2.1654 -6.0022
O 1.7358 -0.1968 -5.2055
H -0.8573 -0.5527 -4.0322
H 0.4766 -0.5909 -2.8960
H -0.3780 -2.1203 -3.5254
H 1.8214 -2.0797 -4.2610
H 0.2121 -3.1476 -5.7048
H 1.1941 -2.2986 -6.8061
H -0.5225 -1.8445 -6.2877
H 1.9749 -0.1814 -6.1419
C -1.4029 -1.7625 4.9589
C -0.6591 -2.8358 4.1501
C -1.5605 -3.9431 3.4694
O 0.0873 -2.2838 3.0967
H -2.1894 -1.2259 4.4075
H -0.7236 -1.0402 5.3442
H -1.8703 -2.3251 5.7332
H -0.0174 -3.3136 4.8858
H -2.0671 -4.4447 4.3375
H -1.0111 -4.6968 2.9672
H -2.3167 -3.5201 2.8101
H 0.6567 -1.6403 3.5181
```

---

A single C5H7N molecule in a non-equilibrium geometry. Source: the OMol25 dataset; level of theory: ωB97M-V/def2-TZVPD.

As for the total energy: -6782.6022 eV. The HOMO-LUMO gap (spin up / spin down) is 8.4 / 9.6 eV. Its charge is 0. The value obtained for the energy relative to the best compared isomer or geometry (same formula, charge and spin) is 5.910 eV. As for the spin multiplicity: 1.

```
13
C5H7N, DFT ωB97M-V/def2-TZVPD
C 0.2766 -0.7440 -1.1522
C 0.2109 0.1973 0.0974
C 0.7137 -0.7598 1.1234
N 1.3312 1.0154 -0.0497
C -1.1341 0.7511 0.2964
C -2.2459 1.1950 0.4236
H 0.0109 -0.1465 -2.0196
H -0.4039 -1.5888 -1.0288
H 1.3095 -1.0951 -1.2595
H 1.5155 -0.5311 1.8081
H 0.5565 -1.8196 0.9107
H 1.0974 1.9549 0.3123
H -3.2382 1.5712 0.5379
```

---

Which value of charge does entry 1 give?
0

---

spin multiplicity of number 2 (C5H7N)?
1